(1)
{"formula": "C4H6O2S2", "method": "ωB97M-V/def2-TZVPD", "species": ["S", "S", "O", "O", "C", "C", "C", "C", "H", "H", "H", "H", "H", "H"], "xyz": [[-1.478, -0.539, 0.140], [1.863, -0.770, -0.386], [2.670, -0.545, 0.846], [-2.129, -1.016, -1.083], [1.396, 0.876, -1.108], [-1.734, 1.155, 0.384], [-0.557, -1.892, 0.999], [0.233, -1.086, 0.291], [-0.221, -2.758, 1.560], [1.027, 1.501, -0.277], [2.332, 1.248, -1.397], [-2.727, 1.172, 0.575], [-1.177, 1.785, 1.102], [0.502, 0.869, -1.646]], "forces_ev_per_angstrom": [[3.2, 0.4, -1.0], [-0.6, 0.4, 1.0], [0.2, 0.1, -0.7], [-0.3, 0.1, 1.1], [-0.2, -0.6, 3.6], [2.6, -1.3, 0.0], [1.4, 0.8, -0.3], [-2.6, 0.9, -0.9], [-1.0, -0.3, 0.3], [0.7, -0.3, 0.2], [0.9, 0.7, -1.3], [-3.4, 0.6, 0.3], [0.2, -1.1, -0.2], [-0.8, -0.5, -2.1]], "total_charge": 0, "e_above_lowest_kcal_mol": 197.4, "gap_ev": 8.4765, "energy_ev": -30002.8206, "largest_force_ev_per_a": 3.654}

***

(2)
{"formula": "C4H6O2Si", "method": "ωB97M-V/def2-TZVPD", "species": ["Si", "O", "O", "C", "C", "C", "C", "H", "H", "H", "H", "H", "H"], "xyz": [[-1.147, -0.507, -0.475], [-0.859, 2.280, -0.001], [-2.333, -0.918, 0.556], [1.438, -0.485, 0.219], [-0.328, 1.198, -0.092], [0.464, -1.354, -0.033], [1.159, 0.983, 0.135], [0.637, -2.417, 0.017], [-3.073, -0.338, 0.722], [-1.587, -0.601, -1.865], [1.491, 1.512, 1.033], [1.697, 1.430, -0.707], [2.442, -0.782, 0.492]], "forces_ev_per_angstrom": [[1.2, 0.1, 0.3], [0.0, 0.1, 0.1], [-0.3, -0.3, 0.4], [0.0, 0.2, 0.0], [-0.2, 0.0, -0.2], [-0.8, -0.3, -0.4], [0.2, 0.3, 0.1], [0.1, -0.2, 0.0], [-0.2, 0.1, 0.0], [-0.1, -0.1, -0.3], [0.0, 0.1, 0.0], [0.0, 0.1, 0.0], [0.1, -0.1, 0.0]], "total_charge": 0, "e_above_lowest_kcal_mol": 0.0, "gap_ev": 9.2810, "energy_ev": -16218.0849, "largest_force_ev_per_a": 1.237}